# 1
13 unconnected molecules or ions with the total composition C46H128N10O16 in a non-equilibrium geometry, computed with the ωB97M-V functional and the def2-TZVPD basis.

* total energy: -3580.52586 a.u.
* strongest force on any atom: 3.010 eV Å⁻¹
* energy above the lowest of the compared OMol25 structures with the same formula, charge and spin: 185.3 kJ/mol
* LUMO: 0.4 eV

Geometry as XYZ:
```
200
Properties=species:S:1:pos:R:3:forces:R:3
C 3.61169 2.80069 6.16509 -1.1 -0.3 1.3
C 2.26963 2.05631 6.54685 0.7 -0.6 -2.0
O 1.74973 1.40887 5.30997 0.5 0.7 1.7
O 3.53227 3.83978 5.20741 0.0 -0.7 1.2
H 4.32223 2.02493 5.88977 0.1 -0.2 -0.3
H 3.97196 3.25590 7.08151 0.2 0.1 0.2
H 1.49072 2.69688 6.93965 0.0 0.5 0.1
H 2.44063 1.24992 7.29162 0.3 0.5 -0.3
H 0.97707 0.90298 5.64892 -0.1 -0.2 -0.2
H 3.09253 3.40150 4.49169 -0.6 0.1 -1.7
C -4.59678 1.17118 -3.14207 0.6 0.8 0.1
C -5.84695 1.14688 -2.32853 -0.3 -1.4 -1.0
O -6.75777 0.53484 -3.26495 0.2 -0.4 -0.1
O -4.63674 2.14578 -4.19943 0.4 -0.7 0.9
H -4.48907 0.14550 -3.47360 0.2 -0.2 -0.6
H -3.71961 1.40751 -2.58177 0.6 0.2 0.6
H -6.26533 2.09178 -2.12589 0.0 1.4 0.7
H -5.77544 0.51154 -1.44109 0.2 0.3 0.1
H -7.62285 0.76362 -2.97055 -1.2 0.1 0.1
H -5.35895 1.86022 -4.74169 -0.7 0.0 -0.7
C 0.25445 -3.72938 6.12774 0.0 -0.5 -0.4
C -1.21639 -3.64814 5.66501 0.3 -0.7 0.3
O -2.16954 -3.85483 6.69731 0.5 1.6 0.6
O 0.55402 -2.74324 7.12210 0.7 0.6 -0.3
H 0.88511 -3.67788 5.21904 -0.1 0.5 0.4
H 0.47155 -4.72942 6.54298 -0.3 0.3 0.1
H -1.37816 -4.47737 4.96444 0.2 0.2 -0.1
H -1.42377 -2.71329 5.14260 0.2 0.2 -0.1
H -2.14721 -3.00956 7.22649 -0.2 -1.1 -0.3
H 1.43500 -2.31370 6.99955 -1.1 -0.8 -0.1
C 0.11596 4.17134 3.15272 0.4 0.5 -0.7
C 0.87716 3.36063 2.10489 0.2 -0.4 0.4
C 1.46283 4.14888 0.91684 -1.3 -0.3 0.2
O 0.47485 4.92533 0.25267 -0.4 0.4 0.3
C 1.00159 5.92218 -0.58521 1.1 -0.4 -1.3
N 2.03873 2.69424 2.73944 -0.6 1.1 0.1
H -0.23742 3.45509 3.89243 0.4 0.2 0.5
H -0.81323 4.55827 2.70642 0.5 0.4 0.1
H 0.78988 4.97298 3.56264 -0.9 -0.7 -0.1
H 0.17401 2.60404 1.78684 -0.3 -0.3 -0.6
H 1.93929 3.49131 0.17763 0.2 0.0 0.3
H 2.16174 4.77455 1.41121 1.2 0.9 0.1
H 1.53151 5.45202 -1.44223 0.1 -0.1 0.4
H 1.75751 6.59540 -0.13385 -0.6 -0.3 0.3
H 0.23803 6.51063 -1.10710 -0.3 -0.1 0.8
H 2.52286 2.21651 2.01903 0.8 -0.6 -0.7
H 1.77659 2.04519 3.47030 -0.2 0.0 0.1
C 5.64618 1.74104 3.03580 -2.8 0.2 -0.9
C 4.78359 0.55342 2.63754 -1.4 -1.2 -0.9
C 4.71575 0.32815 1.10917 0.2 2.9 -0.1
O 4.04547 1.46598 0.48147 0.1 -0.3 1.4
C 4.15443 1.66216 -0.90007 -0.1 -0.7 -0.1
N 5.21568 -0.72834 3.22363 0.1 1.0 0.7
H 6.65754 1.48651 2.89778 1.4 0.1 -0.2
H 5.38067 1.92390 4.07005 0.5 0.4 0.2
H 5.24665 2.57091 2.37299 1.0 -0.6 0.9
H 3.72855 0.75508 2.95076 0.8 -0.3 0.1
H 4.20301 -0.54483 0.82206 -0.7 -1.3 -0.1
H 5.74212 0.28978 0.77849 0.6 -0.1 -0.5
H 3.50430 2.49379 -1.14886 -0.2 0.1 -0.1
H 3.82915 0.75882 -1.45490 0.2 0.4 0.0
H 5.16264 1.95012 -1.17769 0.3 -0.1 -0.2
H 6.09742 -1.03808 2.84279 0.0 -0.1 -0.1
H 4.52046 -1.44794 3.14228 -0.1 -0.2 -0.2
C -1.50574 2.14754 6.95269 -0.3 0.1 -1.6
C -1.18133 0.74669 7.31851 -1.0 -1.0 2.6
C -2.44344 -0.02418 7.86487 1.3 -0.5 -1.2
O -2.17814 -1.30828 8.47980 0.4 0.8 -0.1
C -1.35110 -1.29398 9.66159 -0.7 -0.4 -0.7
N -0.50857 0.01988 6.32684 0.6 1.9 -2.3
H -2.06647 2.12888 6.00489 -0.3 0.1 0.3
H -0.62304 2.71816 6.69655 0.3 0.1 0.2
H -2.07102 2.65782 7.70683 -0.3 0.3 0.4
H -0.51313 0.77078 8.17323 0.3 0.3 0.3
H -3.05139 -0.26752 6.99562 -0.2 -0.1 0.0
H -2.97687 0.66038 8.47132 -0.8 0.4 1.2
H -1.12555 -2.33948 9.88301 0.1 0.2 -0.2
H -1.91238 -0.89929 10.50499 0.0 0.3 0.1
H -0.43544 -0.73628 9.49272 0.2 0.0 0.1
H -1.05189 -0.04956 5.47273 -0.3 -0.2 -0.1
H -0.32549 -0.86826 6.64848 0.6 -2.6 0.7
C -2.40070 1.50620 3.02233 1.7 1.1 -0.1
C -3.33787 0.45431 3.42556 -1.1 -1.0 0.1
C -4.27187 0.01845 2.25477 0.9 -1.6 -0.1
O -4.60205 0.98635 1.30133 0.4 -1.0 -0.7
C -5.43382 1.98271 1.73465 0.8 1.8 1.4
N -2.57268 -0.68707 3.98109 0.2 0.2 -1.5
H -1.57913 1.51170 3.75256 0.1 0.0 -0.3
H -2.79697 2.51685 3.08517 -0.2 0.0 -0.4
H -1.96981 1.33538 2.02342 -0.2 0.1 0.3
H -3.96291 0.80733 4.24287 -0.1 0.2 0.2
H -5.12882 -0.54569 2.68991 -0.1 0.6 -0.3
H -3.74455 -0.74362 1.63184 0.0 0.4 0.7
H -4.88143 2.57453 2.52728 -0.9 -0.3 -0.5
H -6.35604 1.60036 2.14022 -0.6 -0.1 0.2
H -5.60881 2.66584 0.91344 -0.2 0.0 -0.2
H -3.24538 -1.39845 4.22170 0.0 -0.5 0.1
H -1.99401 -1.06427 3.18579 -0.5 0.1 0.9
C 1.29865 -5.99252 -1.19676 0.5 0.8 0.9
C 1.05791 -4.52490 -0.63877 -0.2 -0.9 -1.8
C -0.27260 -4.02678 -1.20597 -0.6 -0.1 -0.8
O -1.27021 -4.97305 -0.84137 -0.7 -0.4 -1.0
C -2.16717 -5.29800 -1.93153 -0.8 -0.4 2.1
N 0.97761 -4.52928 0.79506 0.8 0.5 1.2
H 0.68878 -6.74869 -0.69217 -0.1 0.4 0.0
H 2.33346 -6.14356 -0.89494 0.2 -0.6 -0.3
H 1.20807 -6.13089 -2.27053 0.0 0.3 -0.2
H 1.94221 -3.92210 -1.03161 -1.2 -0.3 0.8
H -0.27940 -3.98157 -2.31672 0.6 0.1 0.6
H -0.67390 -3.07129 -0.85247 0.8 0.2 0.1
H -1.98905 -6.31191 -2.28700 0.2 0.0 -0.2
H -2.19876 -4.57282 -2.71018 0.5 0.6 -0.7
H -3.19207 -5.25973 -1.51911 0.4 -0.2 -0.1
H 1.85511 -4.81538 1.24183 -0.5 0.1 -0.3
H 0.22797 -5.10472 1.16817 0.1 -0.1 -0.4
C -1.94206 4.24950 -3.03666 -0.1 2.1 -0.2
C -0.99320 3.66747 -4.02034 0.1 -1.0 -0.8
C -1.19719 4.28186 -5.41234 0.5 0.9 -0.3
O -0.21439 3.76579 -6.33741 -0.7 0.5 1.2
C -0.73323 3.39434 -7.56773 -0.5 -0.7 -0.5
N 0.34580 3.91723 -3.55780 1.0 -0.5 0.0
H -1.86459 5.36589 -3.18961 -0.5 -0.8 0.1
H -1.57699 4.14901 -2.02111 -0.3 -0.7 0.3
H -2.95916 3.93099 -3.23623 -0.2 0.0 0.4
H -1.12847 2.56206 -4.06599 0.0 0.5 -0.2
H -0.95331 5.38803 -5.32035 -0.6 -1.0 0.0
H -2.23093 4.14514 -5.79975 0.6 0.0 0.2
H -0.96457 4.18717 -8.27526 -0.2 0.8 0.2
H -1.66698 2.80014 -7.44358 0.7 0.0 -0.2
H 0.07376 2.86360 -8.04551 0.0 -0.7 -0.3
H 0.43599 4.87276 -3.25527 0.0 0.4 0.1
H 0.99769 3.77154 -4.32470 0.0 0.1 0.1
C 1.83205 1.09046 -5.67598 1.5 0.3 -0.4
C 3.24413 1.20952 -5.01332 -1.8 -1.0 0.3
C 4.40044 0.91707 -5.92469 -0.4 -1.4 -0.2
O 4.45953 1.90510 -6.89360 1.0 1.1 -1.3
C 5.61015 1.76833 -7.74908 -0.3 0.5 1.0
N 3.48503 2.49867 -4.47490 0.8 1.3 0.4
H 1.65393 0.05368 -5.97210 -0.1 0.2 -0.5
H 1.83560 1.84302 -6.48007 -0.2 -0.7 -0.2
H 1.03702 1.39376 -5.02583 -0.3 0.1 0.8
H 3.26921 0.47201 -4.18997 0.2 0.2 -0.2
H 4.28142 -0.06242 -6.45307 0.2 0.3 0.6
H 5.27035 0.93481 -5.26361 0.4 -0.2 -0.3
H 5.49366 0.91648 -8.38706 0.0 -0.8 -0.3
H 6.53758 1.70392 -7.15603 -0.3 -0.2 -0.1
H 5.71654 2.62872 -8.39838 -0.4 0.4 0.1
H 2.81810 2.79034 -3.78276 -0.2 0.2 0.0
H 3.64434 3.19458 -5.20752 -0.3 -0.3 0.5
C -5.09578 -2.32677 -4.89271 0.3 0.3 -0.7
C -5.55539 -3.35098 -3.88353 -1.7 1.1 1.2
C -5.41772 -2.83649 -2.41497 0.9 0.7 -0.3
O -4.04528 -2.58431 -2.04565 0.0 0.2 0.3
C -3.82345 -1.83014 -0.84007 0.2 1.5 -1.3
N -6.99854 -3.53108 -4.22219 0.7 0.9 -0.3
H -5.16174 -2.78608 -5.90450 0.0 0.5 0.6
H -4.06946 -2.02287 -4.70958 0.2 0.0 0.0
H -5.72786 -1.39391 -4.85295 0.5 -1.0 0.0
H -5.06661 -4.29535 -3.93573 0.6 -0.7 -0.4
H -5.80586 -3.52371 -1.68372 -0.6 -0.6 0.2
H -5.97871 -1.90490 -2.37137 -0.2 0.3 0.2
H -4.06824 -2.29941 0.11002 -0.2 -0.5 -0.1
H -4.32546 -0.81987 -0.88009 0.0 -1.1 0.1
H -2.75361 -1.53732 -0.84278 -0.4 -0.6 0.0
H -7.53305 -4.01357 -3.53485 -0.2 -0.5 0.7
H -7.39265 -2.58516 -4.30164 0.0 -0.6 0.0
C 3.62886 -5.09045 -4.48329 -0.6 -1.5 0.6
C 3.18869 -4.07902 -5.52187 -0.6 0.0 0.0
C 3.68615 -2.68449 -5.10926 -1.5 0.3 -1.4
O 3.33076 -2.26161 -3.82339 0.8 0.3 0.1
C 1.96579 -2.08786 -3.66117 -1.3 0.1 1.0
N 3.74409 -4.43349 -6.82154 0.4 -0.5 -1.4
H 3.24368 -6.12074 -4.66601 0.3 0.6 -0.3
H 3.22708 -4.87970 -3.50359 -0.5 0.5 0.3
H 4.69086 -5.18207 -4.26143 0.3 0.3 -0.7
H 2.06148 -4.12044 -5.63788 0.9 0.4 0.7
H 3.24642 -2.00028 -5.90117 0.6 -0.2 0.8
H 4.75352 -2.65569 -5.15198 0.7 0.0 -0.2
H 1.71276 -1.40567 -2.79598 0.5 -0.6 -0.9
H 1.51093 -3.05849 -3.46592 -0.3 -0.2 0.2
H 1.49084 -1.72842 -4.57145 -0.1 0.4 -0.2
H 3.61466 -3.80618 -7.65215 -0.2 -0.4 1.6
H 3.33944 -5.34039 -7.08528 0.4 0.5 0.0
C 1.16114 -1.09919 3.02739 -0.4 1.9 0.2
C 0.40748 -0.71224 1.75132 0.4 0.0 -0.3
C 1.35579 -0.42412 0.56112 0.9 -1.5 -0.1
O 0.71324 -0.16415 -0.65284 -0.2 -0.4 -0.4
C 0.23193 1.12295 -0.76899 -1.3 1.2 -1.5
N -0.60831 -1.71456 1.50724 -1.3 0.2 -0.6
H 1.77265 -0.22746 3.34318 0.1 -0.7 -0.2
H 1.75001 -1.99243 2.93483 0.3 -0.5 -0.1
H 0.41520 -1.17264 3.82858 0.2 -0.4 -0.1
H -0.11936 0.22608 1.97877 0.1 -0.1 -0.1
H 1.98501 -1.30183 0.24354 -0.5 0.3 1.1
H 2.05420 0.37562 0.79204 0.0 0.3 0.2
H 0.97640 1.91376 -0.99151 0.1 -0.5 0.5
H -0.36569 1.40086 0.11134 0.0 0.2 -0.3
H -0.39732 1.14337 -1.70568 0.2 0.0 1.1
H -1.17888 -1.53749 0.66090 0.8 0.0 0.7
H -0.22564 -2.64613 1.43343 0.3 -0.2 -0.1
```
Forces are in eV/Å.

---

# 2
A molecular structure, C46H24ClFIrN12O in a non-equilibrium geometry, computed with the ωB97M-V functional and the def2-TZVPD basis.

* total energy: -3163.99822 a.u.
* 2S+1: 2
* strongest force on any atom: 4.290 eV Å⁻¹
* energy above the lowest of the compared OMol25 structures with the same formula, charge and spin: 276.8 kJ/mol
* LUMO (spin up / spin down): -1.5 / -1.9 eV
* ⟨S²⟩: 0.853

Geometry as XYZ:
```
86
Properties=species:S:1:pos:R:3:forces:R:3
Ir -0.05086 -0.05151 0.21633 4.0 1.0 -1.2
C -4.95627 -1.79336 -4.11433 0.0 0.0 0.0
C -5.18662 -0.42084 -4.16437 0.1 0.1 0.1
C -4.46191 0.45592 -3.35760 -0.1 0.0 0.0
C -3.51353 -0.09363 -2.52382 0.3 0.2 0.1
C -2.54142 0.53574 -1.58472 0.1 0.0 0.0
N -1.70101 -0.46214 -1.09785 -0.5 0.0 -0.3
C -2.13434 -1.65037 -1.55409 0.1 -0.2 0.2
N -1.68213 -2.84823 -1.23156 -0.1 -0.1 0.0
C -0.43710 -2.99779 -0.77404 -0.1 0.2 -0.3
C 0.16120 -4.25891 -0.31841 -0.3 0.0 0.1
C -0.38262 -5.48994 0.00821 -0.1 -0.1 0.0
C 0.47569 -6.46329 0.50415 0.0 0.0 0.0
C 1.84348 -6.21150 0.64513 0.0 0.0 0.0
C 2.38657 -4.97704 0.31385 0.1 0.0 0.0
C 1.52162 -3.99940 -0.15294 0.1 0.2 0.0
C 1.69887 -2.58856 -0.50083 -0.1 -0.4 0.0
N 2.83906 -1.96630 -0.65978 0.3 0.2 0.0
C 2.85082 -0.68207 -0.96446 0.1 -0.1 0.2
N 1.85234 0.27256 -0.78000 -1.1 -0.3 0.2
C 2.34481 1.47104 -1.16454 0.0 0.0 0.0
N 1.77194 2.65810 -1.15881 0.4 0.2 -0.1
C 0.50343 2.79325 -0.82452 -0.1 0.2 0.1
N -0.31084 1.88418 -0.34554 -1.4 -0.4 1.1
C -1.69458 2.40209 -0.34459 0.2 0.0 -0.9
N -2.57697 1.78737 -1.31900 -0.1 0.0 0.6
C -1.54768 3.85697 -0.71381 -0.1 -0.2 0.1
C -2.50057 4.83547 -0.90624 -0.1 0.0 0.0
C -2.06128 6.07599 -1.35202 0.0 0.0 0.0
C -0.71617 6.29702 -1.64416 0.0 0.0 0.0
C 0.22178 5.28167 -1.50378 0.2 0.1 -0.1
C -0.22270 4.06224 -1.03050 0.2 0.0 0.0
C 3.72079 1.30638 -1.64606 -0.1 0.1 0.0
C 4.61800 2.21339 -2.18133 0.0 0.2 0.0
C 5.85790 1.73088 -2.58066 -0.1 0.1 0.0
C 6.17684 0.37742 -2.44508 0.0 -0.1 0.0
C 5.26650 -0.52643 -1.91531 0.1 -0.2 0.0
C 4.03686 -0.03482 -1.50835 -0.2 0.0 0.1
N 0.48993 -2.03288 -0.79954 -0.3 -0.6 0.2
C -3.27759 -1.45468 -2.47728 0.1 -0.1 0.1
C -3.99280 -2.33210 -3.26625 0.0 -0.2 0.0
H -5.53230 -2.45036 -4.75586 0.0 0.0 0.0
H -5.93485 -0.03254 -4.84430 0.0 0.0 0.0
H -4.61765 1.52740 -3.38281 0.0 0.0 0.0
H -1.44437 -5.67529 -0.10852 0.1 0.0 0.0
H 0.08215 -7.43076 0.78938 0.0 0.0 0.0
H 2.48834 -6.99208 1.03132 0.0 0.0 0.0
H 3.44433 -4.77055 0.42539 -0.1 0.0 0.0
H -3.54948 4.64954 -0.70863 0.0 0.0 0.0
H -2.77404 6.88254 -1.47746 0.0 -0.1 0.0
H -0.40666 7.26967 -2.00689 0.0 0.0 0.0
H 1.26625 5.42049 -1.76170 -0.1 0.0 0.0
H 4.35004 3.25915 -2.28219 0.0 -0.1 0.0
H 6.58488 2.41048 -3.00794 0.0 0.0 0.0
H 7.15276 0.02749 -2.75911 0.0 0.0 0.0
H 5.50338 -1.57984 -1.82395 0.0 0.1 0.0
H -3.80665 -3.39863 -3.22825 0.0 0.1 0.0
Cl 1.37942 -4.05980 4.26972 0.0 0.0 0.0
C 0.08475 -3.27578 3.43897 0.0 0.0 0.0
C -1.23354 -3.58669 3.71797 0.0 -0.1 0.1
C -2.22479 -2.91603 3.02385 -0.1 0.0 0.0
C -1.86550 -1.96323 2.08776 0.1 -0.1 0.0
N -0.58505 -1.67328 1.82571 -0.9 0.1 0.0
C 0.37475 -2.31468 2.48880 0.1 0.1 0.0
H -1.47174 -4.32844 4.47127 0.0 0.0 -0.1
H -3.27050 -3.12146 3.21081 0.0 0.0 0.0
H -2.61266 -1.40539 1.53990 0.0 0.0 0.0
H 1.39960 -2.04188 2.27341 0.0 0.0 0.0
O -2.34581 0.88603 1.24174 -0.9 -1.4 0.2
N -2.23796 2.08490 1.03345 0.4 1.0 -0.1
C -2.50387 2.94023 2.00486 0.0 0.8 0.4
C -3.14479 2.40355 3.16970 0.3 0.0 -0.2
N -3.65378 1.99063 4.11344 0.0 0.0 0.0
C -2.01584 4.28695 2.08515 -0.1 -0.4 -0.2
N -1.60000 5.33411 2.31097 0.0 0.1 -0.1
F 2.98037 2.55028 4.97911 0.0 0.0 0.0
C 2.34397 1.88780 3.98455 0.1 0.0 0.1
C 0.96791 1.89004 3.94638 -0.2 -0.1 0.0
C 0.33045 1.23016 2.89894 0.1 0.0 0.1
C 1.03516 0.59180 1.87184 0.1 0.3 -0.5
C 2.42882 0.55913 2.00451 -0.1 0.1 0.2
C 3.08708 1.20320 3.05169 0.1 -0.2 -0.1
H 0.40339 2.39453 4.72281 0.0 0.0 0.0
H -0.75132 1.18076 2.91784 0.0 0.1 -0.1
H 3.03883 0.01559 1.29638 0.0 0.1 0.0
H 4.16712 1.17837 3.13850 -0.1 0.0 0.0
```
Forces are in eV/Å.